A molecular structure, C9H9HfN2O5S at a distorted geometry. Source: the Open Molecules 2025 dataset; level of theory: ωB97M-V/def2-TZVPD.

```
27
Properties=species:S:1:pos:R:3:forces:R:3:nbo_charge:R:1
O -0.282 2.303 -5.498 -1.7 -1.2 5.4 -0.241
C -0.506 2.029 -4.390 1.3 1.6 -6.2 0.499
Hf 0.257 0.835 -2.171 1.3 -2.5 0.0 1.330
C -0.646 1.956 -0.454 -2.4 4.5 6.2 0.460
O -1.058 2.580 0.442 2.2 -3.5 -4.9 -0.209
C -0.523 -1.242 -2.888 -3.1 -3.4 0.1 0.024
O -1.446 -1.956 -2.461 3.1 3.1 -0.6 -0.382
C 1.751 1.624 -3.697 6.3 3.3 -4.5 0.435
O 2.503 2.120 -4.435 -4.0 -2.8 4.0 -0.167
C -1.874 0.955 -2.575 -7.9 1.3 0.0 0.435
O -3.006 1.206 -2.681 5.5 -1.5 0.3 -0.235
H 0.039 -1.733 -3.757 0.2 0.8 0.5 0.231
S 1.798 -0.405 -0.653 -0.7 0.3 0.1 -0.051
C 0.999 -0.684 0.941 -0.4 -0.2 1.3 0.411
N -0.250 -1.158 1.029 1.0 0.7 -1.1 -0.546
C -0.893 -1.356 2.308 -0.3 -0.2 1.3 -0.251
C -0.398 -0.344 3.308 0.1 0.8 0.3 -0.432
C 1.114 -0.368 3.381 -0.3 -0.2 1.1 -0.242
N 1.673 -0.382 2.044 -0.5 -0.2 -2.3 -0.492
H -0.637 -1.580 0.203 -0.2 -0.2 -0.2 0.438
H -0.687 -2.349 2.693 0.1 -0.4 -0.2 0.249
H -1.965 -1.252 2.239 -0.3 -0.1 -0.5 0.260
H -0.815 -0.558 4.302 0.1 0.0 -0.3 0.293
H -0.730 0.676 3.047 0.0 -0.3 0.0 0.216
H 1.445 -1.253 3.919 0.2 -0.1 0.0 0.254
H 1.501 0.504 3.911 0.1 -0.1 -0.1 0.265
H 2.635 -0.170 1.893 0.8 0.4 0.2 0.448
```
Forces are in eV/Å.

Charge: +3
F_max: 8.39 eV Å⁻¹
Total energy: -1279.038083 Eh